DFT (the ωB97M-V functional and the def2-TZVPD basis) results for a 2-piece molecular cluster, C2NO2 overall.

Geometry (Å):
C: 1.531 -0.105 -0.014
C: -1.283 -0.048 -0.041
N: 2.705 0.157 -0.004
O: -1.193 1.131 -0.061
O: -1.759 -1.135 0.121

Spin multiplicity: 1
ΔE to the lowest compared entry with this formula, charge and spin in kJ/mol: 10.52
Kohn-Sham gap in eV: 8.282
Charge: -1


DFT (the ωB97M-V functional and the def2-TZVPD basis) results for C2NO4 as an isolated structure.

Geometry (Å):
C: -1.289 0.002 0.105
C: 1.549 -0.107 -0.167
N: -0.160 -0.095 0.671
O: 1.992 -1.146 0.150
O: -2.757 -0.802 -0.496
O: 1.630 0.926 -0.710
O: -0.965 1.223 0.447

Spin multiplicity: 1
ΔE to the lowest compared entry with this formula, charge and spin in kJ/mol: 458.71
Kohn-Sham gap in eV: 9.091
Charge: -1


> Which value of Kohn-Sham gap does entry 2 give?

9.091 eV